This record from the Open Molecules 2025 dataset describes a 8-piece molecular cluster, C43H44ClIN11OS overall at a distorted geometry. The level of theory is the ωB97M-V functional and the def2-TZVPD basis.

The geometry in XYZ format:
```
102
Properties=species:S:1:pos:R:3
C -1.5979 -0.4698 9.6914
C -2.0127 -0.1997 8.2942
N -3.2930 -0.3076 7.9120
I -4.9222 -0.8224 9.0114
C -3.3669 -0.0157 6.5629
C -2.1189 0.2545 6.1415
Cl -1.6075 0.6276 4.5807
N -1.2674 0.1467 7.2389
C 0.1902 0.3253 7.2883
C 0.6839 1.6637 6.7270
S 2.4179 1.5162 6.2388
C 2.1943 0.7192 4.7127
N 1.2612 0.9989 3.8618
N 1.4416 0.1607 2.7995
C 2.4701 -0.5656 3.0752
O 2.9921 -0.2687 4.2783
H -1.7774 0.3718 10.3528
H -2.1396 -1.3365 10.0512
H -0.5479 -0.7243 9.7546
H -4.2724 -0.0246 5.9885
H 0.6801 -0.5119 6.8035
H 0.4845 0.2859 8.3260
H 0.0893 2.0377 5.9040
H 0.6799 2.4280 7.4952
H 2.8653 -1.3294 2.4385
N 0.9817 -3.0686 -2.1260
C 0.5876 -2.2995 -1.1138
C 1.4542 -1.5475 -0.3351
C 2.8095 -1.5998 -0.6272
C 3.2395 -2.3950 -1.6766
C 2.2873 -3.1061 -2.3916
H -0.4800 -2.2900 -0.9206
H 1.0756 -0.9355 0.4738
H 3.5228 -1.0256 -0.0465
H 4.2840 -2.4663 -1.9429
H 2.5835 -3.7374 -3.2214
N 4.9488 -2.7213 -4.4824
C 4.1009 -1.9740 -5.1886
C 4.4258 -1.3753 -6.3959
C 5.7048 -1.5573 -6.8984
C 6.6040 -2.3283 -6.1795
C 6.1739 -2.8847 -4.9843
H 3.1117 -1.8526 -4.7594
H 3.6938 -0.7817 -6.9271
H 5.9984 -1.1046 -7.8386
H 7.6117 -2.4961 -6.5384
H 6.8420 -3.4995 -4.3901
N -9.2759 -0.3502 9.0056
C -8.2771 0.2839 8.3984
C -8.4400 1.3244 7.5045
C -9.7311 1.7284 7.2132
C -10.7930 1.0856 7.8273
C -10.5110 0.0566 8.7176
H -7.2766 -0.0676 8.6295
H -7.5852 1.8002 7.0428
H -9.9062 2.5366 6.5144
H -11.8154 1.3708 7.6241
H -11.3091 -0.4733 9.2243
N 7.3136 1.3819 -8.5285
C 6.8738 1.7347 -7.3229
C 7.4046 2.7802 -6.5835
C 8.4561 3.4995 -7.1273
C 8.9287 3.1457 -8.3807
C 8.3241 2.0841 -9.0367
H 6.0511 1.1437 -6.9371
H 7.0042 3.0216 -5.6085
H 8.9008 4.3228 -6.5832
H 9.7479 3.6798 -8.8415
H 8.6613 1.7762 -10.0203
N 8.9991 -3.8536 -7.6894
C 8.8535 -4.1606 -8.9771
C 9.2527 -5.3673 -9.5302
C 9.8399 -6.3083 -8.7009
C 10.0012 -6.0061 -7.3587
C 9.5641 -4.7712 -6.9066
H 8.3921 -3.3950 -9.5916
H 9.1067 -5.5621 -10.5835
H 10.1665 -7.2623 -9.0940
H 10.4549 -6.7111 -6.6761
H 9.6683 -4.4960 -5.8620
N -6.9450 1.2921 4.3268
C -8.2380 1.3719 4.0011
C -8.6958 1.8662 2.7902
C -7.7660 2.3056 1.8621
C -6.4202 2.2321 2.1825
C -6.0659 1.7190 3.4199
H -8.9300 1.0192 4.7559
H -9.7555 1.9052 2.5800
H -8.0843 2.6992 0.9038
H -5.6609 2.5659 1.4886
H -5.0211 1.6439 3.7062
N -7.8773 3.0772 -1.6872
C -8.3765 3.9616 -2.5491
C -7.6267 4.5909 -3.5308
C -6.2793 4.2882 -3.6237
C -5.7403 3.3717 -2.7359
C -6.5777 2.7976 -1.7931
H -9.4348 4.1719 -2.4423
H -8.0897 5.2988 -4.2039
H -5.6588 4.7577 -4.3758
H -4.6928 3.1059 -2.7731
H -6.1962 2.0727 -1.0811
```

Output
**Maximum force**: 1.0 eV Å⁻¹
**HOMO energy**: -10.42 eV
**Total charge**: +1
**Spin multiplicity**: 1
**HOMO-LUMO gap**: 6.20 eV

Atom charges from the Mulliken analysis, given in e for atoms 1 to 99:
1. C -1.52
2. C 0.99
3. N -0.28
4. I 0.37
5. C -0.56
6. C 0.28
7. Cl -0.09
8. N 0.21
9. C -0.58
10. C -0.82
11. S -0.14
12. C 0.51
13. N -0.34
14. N -0.24
15. C -0.05
16. O -0.30
17. H 0.31
18. H 0.41
19. H 0.40
20. H 0.49
21. H 0.28
22. H 0.29
23. H 0.42
24. H 0.44
25. H 0.46
26. N -0.58
27. C -0.43
28. C -0.14
29. C -0.24
30. C -0.31
31. C -0.48
32. H 0.36
33. H 0.46
34. H 0.41
35. H 0.41
36. H 0.56
37. N -0.24
38. C 0.06
39. C -0.78
40. C -0.52
41. C -0.31
42. C -0.32
43. H 0.35
44. H 0.39
45. H 0.67
46. H 0.38
47. H 0.35
48. N -0.56
49. C 0.94
50. C -0.21
51. C -0.45
52. C -0.36
53. C -0.27
54. H -0.67
55. H 0.33
56. H 0.49
57. H 0.38
58. H 0.38
59. N -0.41
60. C 0.09
61. C -0.59
62. C -0.18
63. C -0.36
64. C -0.23
65. H 0.27
66. H 0.35
67. H 0.37
68. H 0.35
69. H 0.36
70. N -0.38
71. C -0.19
72. C -0.53
73. C -0.13
74. C -0.57
75. C -0.06
76. H 0.37
77. H 0.36
78. H 0.36
79. H 0.36
80. H 0.38
81. N -0.29
82. C -0.31
83. C -0.82
84. C 0.04
85. C -0.60
86. C -0.12
87. H 0.64
88. H 0.38
89. H 0.39
90. H 0.43
91. H 0.28
92. N -0.44
93. C -0.20
94. C -0.46
95. C -0.13
96. C -0.59
97. C -0.06
98. H 0.36
99. H 0.35